(1)
# C44H36AsClF6N3O3PSbTi

A structure of composition C44H36AsClF6N3O3PSbTi (wB97M-V/def2-TZVPD, the Open Molecules 2025 dataset).

Computed properties:
Energy above the lowest of the compared OMol25 structures with the same formula, charge and spin, kJ/mol: 59.94
LUMO (alpha / beta), eV: -0.2657 / -0.3120

Structure (ORCA input):
```
! RIJCOSX wB97M-V def2-TZVPD def2/J DEFGRID3
* xyz 0 4
Ti -2.564 -18.324 -6.844
C -0.939 -18.881 -2.478
C -1.969 -17.903 -3.097
C -1.830 -16.597 -2.733
C -2.631 -15.626 -3.365
C -3.590 -16.081 -4.278
C -3.735 -17.456 -4.503
N -2.927 -18.376 -3.998
Sb -5.777 -17.927 -5.002
C -6.135 -16.080 -6.026
C -6.580 -14.964 -5.293
C -6.842 -13.797 -5.960
C -6.602 -13.804 -7.328
C -6.235 -14.981 -7.970
C -6.139 -14.990 -9.477
N -6.036 -16.131 -7.346
C -5.843 -19.037 -6.810
C -7.106 -19.516 -7.161
C -7.191 -20.159 -8.382
C -6.127 -20.266 -9.222
C -4.947 -19.647 -8.878
C -3.742 -19.594 -9.789
N -4.750 -19.086 -7.655
H -1.381 -19.649 -1.824
H -0.377 -19.438 -3.263
H -0.165 -18.331 -1.912
H -1.161 -16.355 -1.943
H -2.663 -14.573 -3.129
H -4.137 -15.364 -4.816
H -6.762 -15.039 -4.235
H -7.030 -12.875 -5.418
H -6.851 -12.888 -7.908
H -7.142 -14.793 -9.926
H -5.385 -14.265 -9.801
H -5.690 -15.969 -9.789
H -7.919 -19.514 -6.457
H -8.132 -20.729 -8.635
H -6.141 -20.820 -10.167
H -3.906 -20.232 -10.669
H -3.600 -18.610 -10.196
H -2.820 -19.925 -9.378
Cl 0.995 -12.061 -6.065
C 0.353 -13.653 -5.854
C 0.884 -14.592 -4.959
C 0.460 -15.884 -5.118
C -0.637 -16.330 -5.961
O -0.988 -17.580 -5.905
C -1.267 -15.323 -6.675
C -2.379 -15.423 -7.574
O -3.029 -16.457 -7.866
C -0.659 -14.001 -6.701
H 1.672 -14.370 -4.287
H 1.069 -16.668 -4.658
H -2.612 -14.433 -7.992
H -1.032 -13.302 -7.451
O -4.857 -21.151 -4.862
C -3.763 -21.192 -5.221
C -2.826 -22.288 -5.135
C -3.351 -23.497 -4.657
C -2.622 -24.653 -4.599
C -1.234 -24.543 -4.836
C -0.713 -23.384 -5.285
C -1.499 -22.216 -5.487
P -0.883 -20.723 -6.389
C -0.386 -21.586 -7.952
C 0.913 -21.578 -8.440
C 1.226 -22.298 -9.597
C 0.254 -23.010 -10.271
C -1.054 -23.007 -9.822
C -1.378 -22.274 -8.694
C 0.732 -20.339 -5.565
C 1.446 -19.369 -6.254
C 2.780 -19.077 -5.906
C 3.315 -19.698 -4.747
C 2.577 -20.623 -4.054
C 1.312 -20.966 -4.479
H -4.402 -23.561 -4.367
H -3.059 -25.573 -4.282
H -0.551 -25.405 -4.691
H 0.290 -23.322 -5.548
H 1.679 -21.110 -7.861
H 2.238 -22.307 -9.886
H 0.504 -23.584 -11.156
H -1.848 -23.505 -10.339
H -2.400 -22.316 -8.232
H 0.945 -18.887 -7.165
H 3.484 -18.461 -6.443
H 4.294 -19.383 -4.390
H 2.963 -21.138 -3.151
H 0.740 -21.723 -3.916
F -1.214 -18.408 -8.576
As -0.449 -17.669 -10.123
F 1.158 -17.954 -9.439
F -0.504 -19.306 -10.746
F 0.155 -17.116 -11.582
F -2.053 -17.324 -10.685
F -0.334 -16.092 -9.373
*
```

Atom charges from the Löwdin analysis, given in e for atoms 1 to 6: Ti 0.834; C -0.011; C -0.274; C -0.037; C -0.010; C -0.123

=====

(2)
# C6H13NO3

A structure of composition C6H13NO3 (wB97M-V/def2-TZVPD, the Open Molecules 2025 dataset).

Computed properties:
Energy above the lowest of the compared OMol25 structures with the same formula, charge and spin, kJ/mol: 378.63
LUMO, eV: 0.7275

Structure (ORCA input):
```
! RIJCOSX wB97M-V def2-TZVPD def2/J DEFGRID3
* xyz 0 1
C -2.571 -0.754 1.288
C -1.137 -0.288 1.266
O -0.739 0.563 2.053
N -0.510 -0.264 -0.260
C 0.533 0.613 -0.716
C 1.890 0.315 -0.127
O 2.180 -1.059 -0.351
C 0.473 1.103 -2.138
C 0.176 2.042 -0.999
H -3.233 0.121 1.269
H -2.793 -1.419 0.446
H -2.749 -1.299 2.225
H -1.052 -0.745 -0.965
H 2.647 0.967 -0.589
H 1.850 0.505 0.958
H 2.967 -1.303 0.143
H 1.416 1.214 -2.674
H -0.364 0.761 -2.748
H -0.862 2.324 -0.823
H 0.908 2.811 -0.749
H 0.340 -1.734 0.240
O -0.004 -2.285 1.268
H 0.634 -2.190 1.982
*
```

Atom charges from the Löwdin analysis, given in e for atoms 1 to 6: C -0.021; C -0.392; O 0.055; N 0.046; C -0.489; C -0.188

=====

(3)
# C17H45N7O9P2Tl

A structure of composition C17H45N7O9P2Tl (wB97M-V/def2-TZVPD, the Open Molecules 2025 dataset).

Computed properties:
LUMO, eV: -3.2057

Structure (ORCA input):
```
! RIJCOSX wB97M-V def2-TZVPD def2/J DEFGRID3
* xyz 1 1
Tl -1.379 0.400 0.764
O -4.569 -1.305 -1.084
C -3.521 -1.303 -0.194
O -2.868 -2.315 0.068
O -3.437 -0.072 0.192
H -4.606 -2.126 -1.628
O -1.362 4.088 2.194
C -1.392 2.845 1.698
O -1.230 2.726 0.464
O -1.434 1.877 2.519
H -1.384 4.056 3.172
O -1.091 0.272 -1.596
P -1.042 -0.666 -2.791
N -0.686 -2.151 -2.226
C -1.448 -3.322 -2.720
C -0.151 -2.236 -0.888
N 0.223 -0.485 -3.903
C 1.434 -1.286 -3.884
C 0.380 0.555 -4.907
N -2.405 -0.575 -3.667
C -3.421 0.523 -3.487
C -2.813 -1.543 -4.699
H -1.147 -3.603 -3.709
H -2.528 -3.129 -2.732
H -1.241 -4.137 -2.005
H 0.484 -1.393 -0.608
H 0.499 -3.089 -0.807
H -0.963 -2.426 -0.121
H 2.313 -0.704 -3.517
H 1.312 -2.304 -3.502
H 1.724 -1.306 -4.961
H 1.378 0.997 -4.864
H 0.384 0.032 -5.914
H -0.420 1.307 -4.860
H -4.467 0.166 -3.494
H -3.238 0.896 -2.505
H -3.360 1.354 -4.143
H -2.998 -2.479 -4.211
H -1.936 -1.815 -5.271
H -3.710 -1.170 -5.167
O 0.816 0.335 1.202
P 2.071 1.236 1.287
N 2.492 1.974 -0.119
C 1.495 2.207 -1.195
C 3.787 2.543 -0.479
N 3.392 0.390 1.771
C 4.267 0.567 2.976
C 3.642 -0.785 0.919
N 1.894 2.399 2.424
C 1.631 1.877 3.776
C 1.713 3.794 2.040
H 1.988 1.888 -2.146
H 1.154 3.273 -1.319
H 0.690 1.504 -1.122
H 3.609 3.493 -0.997
H 4.243 1.944 -1.245
H 4.442 2.813 0.329
H 5.317 0.301 2.655
H 4.225 1.604 3.289
H 3.999 -0.185 3.710
H 2.972 -0.820 0.012
H 4.610 -0.833 0.449
H 3.445 -1.806 1.374
H 0.595 2.081 4.095
H 1.768 0.783 3.640
H 2.438 2.211 4.481
H 0.703 3.981 1.542
H 2.611 4.289 1.585
H 1.536 4.328 3.018
C -0.853 -1.297 3.231
O -1.188 -1.464 2.048
N -1.694 -1.732 4.161
C -1.248 -1.917 5.572
C -3.012 -2.237 3.743
H 0.111 -0.929 3.437
H -0.324 -1.383 5.778
H -1.250 -2.955 5.878
H -2.077 -1.483 6.226
H -3.126 -2.124 2.652
H -3.036 -3.318 3.997
H -3.732 -1.696 4.319
*
```

Atom charges from the Löwdin analysis, given in e for atoms 1 to 6: Tl 1.175; O 0.083; C -0.718; O 0.022; O -0.056; H 0.133

=====

(4)
# C4H6IN3S

An isolated molecule of C4H6IN3S (wB97M-V/def2-TZVPD, the Open Molecules 2025 dataset).

Computed properties:
SMILES: CNc1ncsc1NI
Energy above the lowest of the compared OMol25 structures with the same formula, charge and spin, kJ/mol: 0.00
LUMO, eV: -0.3674

Structure (ORCA input):
```
! RIJCOSX wB97M-V def2-TZVPD def2/J DEFGRID3
* xyz 0 1
C 0.784 0.221 2.333
C 0.135 0.113 0.235
C -0.359 -1.093 0.691
C 0.652 1.617 -1.747
N 0.670 0.837 1.250
N -0.088 0.647 -0.995
N -1.493 -1.888 0.098
S 0.042 -1.340 2.382
I -2.145 -3.637 0.922
H 1.431 0.566 3.154
H 1.315 2.242 -1.086
H 1.116 1.070 -2.586
H 0.029 2.467 -2.247
H -0.850 0.302 -1.575
H -1.238 -2.126 -0.829
*
```

Atom charges from the Löwdin analysis, given in e for atoms 1 to 6: C -0.507; C -0.412; C -0.567; C -0.121; N 0.031; N -0.044